C3H4LiMgO4 as an isolated structure. Source: the OMol25 dataset; level of theory: the ωB97M-V functional and the def2-TZVPD basis.

Properties
ΔE to the lowest compared entry with this formula, charge and spin (kJ/mol): 0.00
HOMO-LUMO gap (eV): 8.41

Geometry as ORCA input:
```
! wB97M-V def2-TZVPD RIJCOSX def2/J DEFGRID3
* xyz 3 1
O 1.02 1.55 0.77
C 2.05 0.61 1.00
C -0.26 1.29 0.74
O 3.15 1.12 0.82
O 1.72 -0.51 1.38
C -1.17 2.41 0.96
Mg 5.04 1.24 0.85
H -2.10 2.25 0.40
H -0.69 3.36 0.72
Li 2.57 -2.07 2.05
O -0.73 0.14 1.04
H 0.00 -0.54 1.07
H -1.45 2.24 2.06
*
```

C12H33FN14O11S as an isolated structure. Source: the OMol25 dataset; level of theory: the ωB97M-V functional and the def2-TZVPD basis.

Properties
HOMO-LUMO gap (eV): 9.68

Geometry as ORCA input:
```
! wB97M-V def2-TZVPD RIJCOSX def2/J DEFGRID3
* xyz 0 1
C -0.81 -4.11 1.69
C 0.27 -3.80 0.99
C 1.23 -2.91 0.03
O 2.55 -2.50 0.59
S 3.20 -1.75 -0.80
O 4.65 -1.98 -1.12
O 3.05 -0.25 -0.65
O 2.30 -2.46 -2.07
C 1.71 -3.63 -1.37
C 0.37 -4.27 -1.99
F 2.69 -4.70 -1.16
H -1.78 -4.60 2.09
H 0.78 -1.86 -0.22
H 0.27 -5.34 -1.52
H 0.46 -4.35 -3.15
H -0.53 -3.60 -1.76
C 1.68 2.86 1.25
O 0.99 2.88 0.24
N 2.77 2.06 1.37
N 1.42 3.62 2.33
H 3.35 2.03 2.19
H 3.00 1.47 0.58
H 0.62 4.23 2.28
H 1.98 3.62 3.17
C -1.27 -8.01 -1.51
O -1.02 -7.02 -0.83
N -2.38 -8.09 -2.28
N -0.47 -9.09 -1.55
H -2.61 -8.89 -2.84
H -3.01 -7.30 -2.27
H 0.37 -9.07 -1.00
H -0.66 -9.91 -2.11
C -0.45 6.63 0.17
O 0.01 7.00 1.24
N -0.42 5.33 -0.23
N -1.02 7.47 -0.71
H -0.79 5.01 -1.10
H 0.00 4.67 0.41
H -1.06 8.45 -0.46
H -1.40 7.18 -1.60
C -2.28 4.83 4.64
O -3.19 4.04 4.83
N -1.72 5.02 3.42
N -1.76 5.60 5.63
H -0.97 5.67 3.25
H -2.08 4.47 2.66
H -2.15 5.49 6.55
H -1.01 6.26 5.49
C 0.31 0.42 -3.99
O -0.65 -0.08 -3.43
N 0.59 0.20 -5.30
N 1.18 1.25 -3.36
H 1.37 0.60 -5.78
H -0.03 -0.41 -5.80
H 1.00 1.44 -2.39
H 1.97 1.67 -3.81
C 2.62 -5.73 3.29
O 1.43 -5.70 3.02
N 3.07 -5.79 4.57
N 3.58 -5.71 2.35
H 4.05 -5.82 4.81
H 2.38 -5.81 5.30
H 3.29 -5.67 1.38
H 4.57 -5.74 2.55
C -4.10 5.81 -2.33
O -3.29 6.39 -3.03
N -3.76 4.85 -1.44
N -5.43 6.07 -2.38
H -4.42 4.36 -0.85
H -2.78 4.62 -1.37
H -5.73 6.78 -3.03
H -6.12 5.61 -1.81
*
```

C14H24FMnO8 as an isolated structure. Source: the OMol25 dataset; level of theory: the ωB97M-V functional and the def2-TZVPD basis.

Properties
ΔE to the lowest compared entry with this formula, charge and spin (kJ/mol): 39.58
HOMO-LUMO gap (alpha / beta) (eV): 5.12 / 5.76

Geometry as ORCA input:
```
! wB97M-V def2-TZVPD RIJCOSX def2/J DEFGRID3
* xyz -1 6
Mn -1.64 -0.41 -0.20
F -3.51 -1.16 -0.20
C -2.59 2.66 0.63
O -1.96 1.68 -0.07
H -2.40 2.58 1.72
H -2.32 3.68 0.25
H -3.70 2.66 0.49
C 0.42 -2.91 -0.69
O -0.83 -2.43 -0.57
H 1.21 -2.14 -0.91
H 0.75 -3.47 0.23
H 0.52 -3.65 -1.53
O -1.29 -0.21 -2.34
C -0.71 -0.21 -3.37
O -1.22 0.33 -4.50
C -0.32 0.18 -5.63
C 0.66 -0.91 -5.17
C 0.66 -0.76 -3.66
H 0.17 1.13 -5.79
H -0.97 -0.18 -6.42
H 1.65 -0.90 -5.62
H 0.21 -1.88 -5.43
H 1.43 -0.11 -3.24
H 0.80 -1.71 -3.14
O 0.46 0.25 0.02
C 1.26 1.12 0.05
O 2.11 1.35 -0.98
C 2.89 2.53 -0.75
C 2.28 3.23 0.46
C 1.51 2.11 1.16
H 2.93 3.16 -1.63
H 3.92 2.21 -0.55
H 1.60 4.03 0.17
H 3.05 3.69 1.08
H 0.57 2.44 1.59
H 2.13 1.62 1.91
O -1.39 -0.83 1.96
C -1.24 -1.29 3.05
O -1.72 -2.47 3.46
C -1.27 -2.76 4.81
C -0.13 -1.77 5.11
C -0.54 -0.60 4.22
H -0.97 -3.80 4.84
H -2.13 -2.54 5.45
H 0.86 -2.16 4.90
H -0.23 -1.54 6.18
H 0.24 0.08 3.89
H -1.24 0.06 4.75
*
```

An isolated ion of composition CHO3S3 and charge -1. Source: the OMol25 dataset; level of theory: the ωB97M-V functional and the def2-TZVPD basis.

Properties
ΔE to the lowest compared entry with this formula, charge and spin (kJ/mol): 0.00
HOMO-LUMO gap (alpha / beta) (eV): 5.69 / 6.31

Geometry as ORCA input:
```
! wB97M-V def2-TZVPD RIJCOSX def2/J DEFGRID3
* xyz -1 3
C -1.41 -0.35 -0.18
O 0.98 1.21 1.23
O 2.53 -0.42 0.22
O 0.99 0.76 -1.13
S -3.01 -0.50 -0.03
S -0.30 -1.40 0.51
S 1.26 0.28 0.17
H -1.05 0.42 -0.79
*
```

C34H42Cl2NOP3Pb as an isolated structure. Source: the OMol25 dataset; level of theory: the ωB97M-V functional and the def2-TZVPD basis.

Properties
HOMO-LUMO gap (alpha / beta) (eV): 4.35 / 5.91

Geometry as ORCA input:
```
! wB97M-V def2-TZVPD RIJCOSX def2/J DEFGRID3
* xyz 2 1
P 1.15 1.56 -4.70
C 2.90 1.74 -4.92
C 3.49 1.19 -6.07
H 2.91 0.53 -6.72
C 4.82 1.49 -6.34
H 5.28 1.09 -7.24
C 5.55 2.32 -5.48
H 6.59 2.56 -5.72
C 4.96 2.83 -4.32
H 5.53 3.46 -3.65
C 3.64 2.53 -4.02
H 3.16 2.89 -3.11
C 0.51 0.11 -5.54
C 1.08 -1.15 -5.30
H 1.93 -1.26 -4.62
C 0.55 -2.28 -5.93
H 0.97 -3.26 -5.72
C -0.51 -2.15 -6.83
H -0.91 -3.03 -7.34
C -1.05 -0.89 -7.09
H -1.86 -0.78 -7.81
C -0.56 0.24 -6.44
H -1.00 1.22 -6.65
C 0.22 3.05 -5.00
C 0.53 3.72 -6.19
H 1.32 3.34 -6.84
C -0.16 4.88 -6.52
H 0.08 5.40 -7.45
C -1.15 5.38 -5.67
H -1.70 6.28 -5.94
C -1.44 4.72 -4.47
H -2.20 5.11 -3.80
C -0.75 3.56 -4.12
H -0.91 3.08 -3.15
Pb 0.30 0.43 -0.16
C -1.83 -0.95 -0.60
C -2.31 -1.03 -1.84
H -2.22 -1.37 0.35
C -1.57 -0.38 -2.98
O -2.36 0.73 -3.44
H -1.86 1.31 -4.04
C -0.29 0.14 -2.45
H -1.35 -1.07 -3.80
C 0.74 0.92 -2.11
Cl -0.26 -0.94 1.99
Cl 2.93 0.93 0.28
P 1.45 -2.27 -0.35
C 2.34 -2.84 1.15
H 1.60 -3.16 1.90
H 2.89 -1.98 1.55
H 3.03 -3.65 0.90
C 0.47 -3.74 -0.80
H 0.00 -3.57 -1.79
H -0.33 -3.86 -0.06
H 1.10 -4.64 -0.83
C 2.78 -2.28 -1.60
H 3.30 -1.31 -1.55
H 2.35 -2.42 -2.60
H 3.48 -3.10 -1.37
P -3.86 -1.79 -2.41
C -4.50 -2.86 -1.14
C -3.42 -2.69 -3.90
H -4.61 -2.30 -0.20
H -3.82 -3.71 -0.98
H -5.48 -3.24 -1.47
H -3.06 -2.00 -4.67
H -4.30 -3.23 -4.27
H -2.62 -3.41 -3.66
C -5.02 -0.48 -2.81
H -5.16 0.16 -1.93
H -5.98 -0.92 -3.12
H -4.59 0.14 -3.62
H 1.76 1.25 -1.66
C -2.51 4.77 1.17
C -2.86 4.05 0.02
C -2.17 2.88 -0.29
N -1.14 2.45 0.47
C -0.83 3.11 1.61
C -1.49 4.28 1.98
H -3.03 5.70 1.42
H -3.66 4.37 -0.65
H -2.46 2.27 -1.15
H -0.04 2.67 2.23
H -1.18 4.78 2.90
*
```

A 2-piece molecular cluster, ClFS2 overall. Source: the OMol25 dataset; level of theory: the ωB97M-V functional and the def2-TZVPD basis.

Properties
ΔE to the lowest compared entry with this formula, charge and spin (kJ/mol): 352.82
HOMO-LUMO gap (alpha / beta) (eV): 4.82 / 4.80

Geometry as ORCA input:
```
! wB97M-V def2-TZVPD RIJCOSX def2/J DEFGRID3
* xyz 0 1
F -2.55 0.43 0.50
S -1.79 -0.72 -0.35
S 1.42 0.65 -0.45
Cl 2.92 -0.37 0.30
*
```

C21H23Br2N5O3STl as an isolated structure. Source: the OMol25 dataset; level of theory: the ωB97M-V functional and the def2-TZVPD basis.

Properties
ΔE to the lowest compared entry with this formula, charge and spin (kJ/mol): 0.00
HOMO-LUMO gap (eV): 6.91

Geometry as ORCA input:
```
! wB97M-V def2-TZVPD RIJCOSX def2/J DEFGRID3
* xyz -1 1
Tl -0.93 -1.13 -0.79
C 1.36 -2.63 1.95
C 0.63 -1.36 2.40
N -0.74 -1.30 1.94
C -1.75 -2.04 2.65
C -1.71 -3.56 2.51
S -1.70 -4.26 0.84
C -0.08 -5.06 0.77
C 1.05 -4.27 0.11
N 1.12 -2.91 0.55
H 2.43 -2.51 2.18
H 1.03 -3.49 2.54
H 0.72 -1.28 3.50
H 1.15 -0.51 1.96
H -1.02 -0.33 1.81
H -1.72 -1.84 3.73
H -2.71 -1.69 2.27
H -0.86 -3.99 3.04
H -2.61 -3.94 3.00
H 0.19 -5.35 1.79
H -0.21 -5.99 0.21
H 1.98 -4.84 0.29
H 0.89 -4.25 -0.97
H 1.62 -2.27 -0.06
O -3.49 -0.38 0.40
N -3.70 0.83 0.60
N -2.64 1.57 0.62
O -1.41 1.15 0.45
C -2.83 2.97 0.86
C -1.71 3.79 0.82
C -1.85 5.15 1.04
C -3.09 5.71 1.31
C -4.20 4.87 1.36
C -4.08 3.51 1.14
H -0.76 3.33 0.61
H -0.97 5.78 1.01
H -3.19 6.77 1.49
H -5.18 5.29 1.58
H -4.95 2.87 1.17
Br 4.02 0.81 0.99
C 3.57 1.02 -0.84
C 4.38 1.82 -1.65
C 4.09 1.99 -2.97
Br 5.24 3.10 -4.02
C 2.97 1.36 -3.56
C 2.60 1.47 -4.91
C 1.50 0.81 -5.38
C 0.75 0.03 -4.48
N 1.06 -0.10 -3.22
C 2.14 0.54 -2.73
C 2.42 0.35 -1.30
O 1.68 -0.37 -0.57
H 5.24 2.30 -1.21
H 3.21 2.08 -5.57
H 1.19 0.88 -6.42
H -0.13 -0.50 -4.83
*
```

C4H6O as an isolated structure. Source: the OMol25 dataset; level of theory: the ωB97M-V functional and the def2-TZVPD basis.

Properties
ΔE to the lowest compared entry with this formula, charge and spin (kJ/mol): 329.96
HOMO-LUMO gap (eV): 10.25

Geometry as ORCA input:
```
! wB97M-V def2-TZVPD RIJCOSX def2/J DEFGRID3
* xyz 0 1
C 0.11 1.41 -0.59
C 0.13 0.16 -0.13
C -1.27 -0.05 -0.06
C 1.20 -0.74 0.39
O -1.73 1.23 -0.58
H 0.50 2.41 -0.85
H -1.85 -0.81 -0.60
H -1.58 -0.43 0.96
H 2.25 -0.59 -0.05
H 0.95 -1.76 0.02
H 1.29 -0.83 1.50
*
```

A 2-piece molecular cluster, C5H12N2O overall. Source: the OMol25 dataset; level of theory: the ωB97M-V functional and the def2-TZVPD basis.

Properties
ΔE to the lowest compared entry with this formula, charge and spin (kJ/mol): 682.67
HOMO-LUMO gap (alpha / beta) (eV): 6.99 / 7.00

Geometry as ORCA input:
```
! wB97M-V def2-TZVPD RIJCOSX def2/J DEFGRID3
* xyz 0 1
C -0.84 0.23 -0.05
C -1.85 -0.21 -1.05
C -0.67 -0.70 1.12
C -0.75 1.68 0.30
N 1.09 -0.26 -0.77
C 2.96 -0.66 0.43
O 0.52 0.63 -1.71
N 2.12 0.19 -0.03
H 1.23 -1.19 -1.17
H -2.80 -0.35 -0.51
H -1.98 0.52 -1.84
H -1.58 -1.17 -1.49
H -0.60 -1.74 0.80
H -1.56 -0.60 1.75
H 0.20 -0.44 1.72
H -1.45 1.86 1.13
H 0.25 1.91 0.66
H -0.98 2.32 -0.54
H 2.95 -1.72 0.15
H 3.72 -0.31 1.11
*
```

An isolated ion of composition C3H10NOS and charge +1. Source: the OMol25 dataset; level of theory: the ωB97M-V functional and the def2-TZVPD basis.

Properties
ΔE to the lowest compared entry with this formula, charge and spin (kJ/mol): 221.24
HOMO-LUMO gap (eV): 10.49
SMILES string: [NH3+][C@H](CO)CS

Geometry as ORCA input:
```
! wB97M-V def2-TZVPD RIJCOSX def2/J DEFGRID3
* xyz 1 1
C 0.96 -0.18 -1.00
O 2.31 -0.17 -0.45
C -0.14 -0.46 -0.03
C -1.32 0.44 -0.40
S -2.41 0.43 1.12
N 0.47 0.03 1.46
H 0.97 -1.12 -1.50
H 0.95 0.63 -1.61
H 3.07 -0.06 -1.21
H -0.27 -1.55 0.24
H -1.60 0.16 -1.41
H -0.81 1.47 -0.61
H -3.55 0.19 0.44
H -0.06 -0.67 2.03
H -0.03 0.94 1.69
H 1.45 -0.08 1.25
*
```

A single C2H10N4 molecule. Source: the OMol25 dataset; level of theory: the ωB97M-V functional and the def2-TZVPD basis.

Properties
ΔE to the lowest compared entry with this formula, charge and spin (kJ/mol): 174.95
HOMO-LUMO gap (eV): 10.03
SMILES string: NC[C@@H](N)NN

Geometry as ORCA input:
```
! wB97M-V def2-TZVPD RIJCOSX def2/J DEFGRID3
* xyz 0 1
C -0.01 -0.35 0.39
C -1.46 0.43 0.44
N 0.83 0.34 -0.52
N 2.27 -0.37 -0.56
N -0.22 -1.73 0.00
N -1.54 1.76 -0.07
H 0.53 0.09 -1.46
H 0.42 -0.24 1.40
H 2.73 -0.03 0.29
H 2.76 0.07 -1.33
H 0.68 -2.23 0.05
H -0.90 -2.17 0.61
H -1.22 1.79 -1.05
H -0.95 2.39 0.48
H -1.79 0.42 1.47
H -2.16 -0.18 -0.13
*
```

C23H49N2O2P3Sn as an isolated structure. Source: the OMol25 dataset; level of theory: the ωB97M-V functional and the def2-TZVPD basis.

Properties
HOMO-LUMO gap (alpha / beta) (eV): 4.73 / 4.88

Geometry as ORCA input:
```
! wB97M-V def2-TZVPD RIJCOSX def2/J DEFGRID3
* xyz 4 1
Sn 0.45 0.41 -1.09
P 2.31 1.00 1.25
P -0.87 2.58 -1.34
P 2.71 -0.55 -2.05
H -0.84 -2.52 1.00
C -0.33 -3.36 0.52
C 0.62 -4.04 1.17
H 0.76 -3.86 2.25
C 2.00 1.28 3.04
C 3.24 2.54 0.93
C 3.74 -0.10 1.60
C -2.44 1.93 -2.10
C -1.39 3.80 -0.09
C 0.25 3.46 -2.48
C 3.46 -2.09 -1.40
C 4.07 0.64 -2.28
C 2.24 -0.92 -3.77
H -0.67 -3.56 -0.51
H 1.28 -4.74 0.64
H 1.80 0.32 3.54
H 1.17 1.97 3.21
H 2.94 1.70 3.43
H 2.55 3.39 0.89
H 3.81 2.47 0.00
H 3.92 2.65 1.79
H 3.34 -1.07 1.92
H 4.28 0.38 2.42
H 4.39 -0.21 0.72
H -2.50 2.15 -3.18
H -3.31 2.38 -1.59
H -2.48 0.83 -2.03
H -1.66 4.79 -0.48
H -0.58 3.96 0.63
H -2.28 3.45 0.47
H -0.18 4.35 -2.95
H 0.63 2.83 -3.28
H 1.12 3.83 -1.92
H 4.16 -2.54 -2.14
H 2.68 -2.83 -1.16
H 4.02 -1.92 -0.47
H 4.65 0.37 -3.17
H 4.75 0.68 -1.43
H 3.68 1.66 -2.43
H 3.06 -1.46 -4.26
H 2.03 -0.02 -4.37
H 1.34 -1.53 -3.78
C -1.51 -1.60 -4.40
C -2.62 -1.18 -5.20
C -3.04 -1.95 -6.30
C -2.33 -3.11 -6.65
C -1.11 -3.38 -6.03
C -0.71 -2.63 -4.93
O -1.43 -1.33 -3.02
H -0.84 -0.54 -2.73
H -3.14 -0.23 -5.01
H -3.93 -1.67 -6.89
H -2.73 -3.79 -7.42
H -0.51 -4.22 -6.39
H 0.21 -2.92 -4.42
C -0.72 -1.96 3.93
N -1.46 -0.82 4.40
C -2.39 -1.09 5.47
C -2.72 0.24 6.13
C -3.22 1.24 5.12
N -2.22 1.35 4.08
C -2.30 2.50 3.23
C -1.58 0.25 3.53
O -1.10 0.22 2.38
H 0.32 -1.71 3.64
H -1.18 -2.42 3.04
H -0.72 -2.73 4.72
H -3.30 -1.59 5.05
H -1.90 -1.77 6.21
H -1.78 0.63 6.55
H -3.45 0.09 6.93
H -3.34 2.23 5.59
H -4.20 0.97 4.70
H -3.01 2.37 2.41
H -1.33 2.71 2.78
H -2.61 3.39 3.79
*
```

C4H9NO2 as an isolated structure. Source: the OMol25 dataset; level of theory: the ωB97M-V functional and the def2-TZVPD basis.

Properties
ΔE to the lowest compared entry with this formula, charge and spin (kJ/mol): 392.09
HOMO-LUMO gap (eV): 9.38

Geometry as ORCA input:
```
! wB97M-V def2-TZVPD RIJCOSX def2/J DEFGRID3
* xyz 0 1
N -1.42 0.45 -0.20
C -0.85 1.66 0.18
O -1.41 2.43 0.93
C 0.58 1.64 -0.16
C 0.64 -0.21 0.73
C 0.73 -1.47 -0.15
O -0.50 -2.16 -0.38
H -2.18 0.14 0.36
H -1.35 0.12 -1.14
H 0.87 1.29 -1.15
H 1.10 2.61 0.05
H 1.60 0.02 1.13
H -0.07 -0.43 1.56
H 1.20 -1.20 -1.11
H 1.42 -2.16 0.37
H -0.30 -2.97 -0.88
*
```

A single C17H22F2N2O5S molecule. Source: the OMol25 dataset; level of theory: the ωB97M-V functional and the def2-TZVPD basis.

Properties
ΔE to the lowest compared entry with this formula, charge and spin (kJ/mol): 0.00
HOMO-LUMO gap (eV): 9.28
SMILES string: O=C(NS(=O)(=O)Oc1ccc(F)cc1F)OC[C@@H]1CCCN2CCCC[C@@H]12

Geometry as ORCA input:
```
! wB97M-V def2-TZVPD RIJCOSX def2/J DEFGRID3
* xyz 0 1
O 2.03 1.31 -0.18
C 1.10 0.63 -0.51
N 0.81 0.32 -1.83
S -0.17 -0.97 -2.23
O -0.12 -1.05 -3.65
O 0.12 -2.10 -1.44
O -1.61 -0.44 -1.79
C -2.16 0.55 -2.57
C -2.77 0.25 -3.78
C -3.34 1.25 -4.55
C -3.27 2.56 -4.10
C -2.66 2.89 -2.90
C -2.10 1.88 -2.15
F -1.49 2.19 -1.00
H -2.61 3.92 -2.57
F -3.82 3.53 -4.84
H -3.82 1.03 -5.48
H -2.80 -0.78 -4.10
H 1.46 0.64 -2.53
O 0.18 0.08 0.27
C 0.36 0.25 1.68
H -0.64 0.19 2.10
H 0.78 1.25 1.85
C 1.27 -0.84 2.24
C 0.67 -2.21 1.90
C 1.59 -3.30 2.45
C 1.74 -3.10 3.95
N 2.31 -1.80 4.25
C 2.57 -1.69 5.67
C 3.31 -0.40 6.01
C 2.47 0.78 5.57
C 2.16 0.64 4.08
H 1.52 1.46 3.77
H 3.09 0.69 3.52
C 1.48 -0.70 3.76
H 0.48 -0.72 4.26
H 2.99 1.72 5.75
H 1.54 0.80 6.14
H 3.52 -0.37 7.08
H 4.26 -0.40 5.47
H 3.17 -2.55 5.97
H 1.63 -1.72 6.25
H 2.42 -3.85 4.36
H 0.76 -3.22 4.44
H 2.57 -3.23 1.97
H 1.17 -4.29 2.25
H -0.31 -2.30 2.37
H 0.55 -2.31 0.82
H 2.25 -0.76 1.76
*
```